1.
Computed, not measured: a structure of composition C19H15BCl2IrN8O2, with ωB97M-V/def2-TZVPD.

Calculated values
LUMO energy (spin up / spin down)   -7.5 / -9.6 eV
HOMO-LUMO gap (spin up / spin down)   0.247 / 0.171 Ha
Molar mass   661.318 u
HOMO (spin up / spin down)   -14.26 / -14.26 eV
Expectation value of S²   8.789
Total energy   -2370.49908 Eh

Structure (ORCA input):
```
! RIJCOSX wB97M-V def2-TZVPD def2/J DEFGRID3
* xyz 2 6
Ir -0.1312 -1.7731 -0.5823
C -0.4103 1.9306 -2.7063
C -0.2145 0.5691 -2.7009
N -0.7507 0.0414 -1.5797
N -1.2436 1.0730 -0.8312
C -1.0620 2.2091 -1.5026
B -1.7744 0.7560 0.6079
N -2.6507 -0.5191 0.4951
C -3.9580 -0.6772 0.7743
C -4.3238 -1.9773 0.4935
C -3.1672 -2.5802 0.0183
N -2.1700 -1.6913 0.0252
N -0.5162 0.4112 1.4880
C 0.1465 1.1830 2.3512
C 1.2931 0.5128 2.7712
C 1.2709 -0.6888 2.0876
N 0.1582 -0.7573 1.3321
N -2.5238 1.8720 1.2438
C -2.9782 1.9032 2.5389
C -3.6732 3.0594 2.6985
C -3.6059 3.6862 1.4305
N -2.8982 2.9893 0.5597
H -0.1577 2.6297 -3.4863
H 0.2264 -0.0661 -3.4543
H -1.4411 3.1368 -1.1029
H -4.5485 0.1474 1.1437
H -5.2974 -2.4236 0.6044
H -3.0133 -3.5914 -0.3271
H -0.2424 2.1507 2.6365
H 2.0219 0.8495 3.4905
H 1.9545 -1.5237 2.1412
H -2.7807 1.0999 3.2357
H -4.1646 3.4183 3.5885
H -4.0372 4.6306 1.1315
Cl 7.2778 -1.9343 -2.1740
C 5.6888 -1.5281 -1.8011
C 5.3424 -0.1887 -1.5795
C 4.0482 0.1406 -1.2775
Cl 3.5939 1.7419 -0.9957
C 3.0052 -0.8866 -1.1921
O 1.8353 -0.5599 -0.9316
C 3.4161 -2.2581 -1.4188
C 2.4766 -3.3455 -1.3517
O 1.2568 -3.2594 -1.1460
C 4.7200 -2.5569 -1.7115
H 6.1009 0.5808 -1.6462
H 2.8756 -4.3511 -1.5082
H 5.0257 -3.5847 -1.8801
*
```

Results of the natural (NBO) charge analysis, in e, for atoms 1 through 6: atom 1 (Ir): 1.706, atom 2 (C): -0.296, atom 3 (C): 0.005, atom 4 (N): -0.369, atom 5 (N): -0.328, atom 6 (C): 0.093

2.
Computed, not measured: a structure of composition C19H15Br2KN5OS4 at a distorted geometry, with ωB97M-V/def2-TZVPD.

Calculated values
LUMO energy   2.1 eV
HOMO-LUMO gap   0.253 Ha
Molar mass   656.537 u
Energy relative to the best compared isomer or geometry (same formula, charge and spin)   22.6 kJ/mol
HOMO   -4.80 eV
Total energy   -8422.96061 Eh

Structure (ORCA input):
```
! RIJCOSX wB97M-V def2-TZVPD def2/J DEFGRID3
* xyz -1 1
K -1.0175 0.6126 -0.0609
Br 0.2490 5.4594 1.0045
C -0.3113 4.1111 2.2129
C -0.8525 4.5273 3.4309
C -1.2604 3.6121 4.3535
Br -1.9607 4.2244 6.0065
C -1.1407 2.2240 4.0752
C -1.5307 1.2243 4.9972
C -1.3730 -0.0896 4.6782
C -0.8249 -0.4089 3.4218
N -0.4543 0.4794 2.5391
C -0.5940 1.8000 2.8392
C -0.1500 2.7801 1.8319
O 0.3232 2.4302 0.7032
H -0.9344 5.5866 3.6328
H -1.9582 1.5174 5.9461
H -1.6651 -0.8811 5.3541
H -0.6971 -1.4509 3.1437
C 2.3736 3.0403 -1.8967
N 2.5647 2.0045 -0.9072
C 2.9648 0.7650 -1.2068
N 3.4149 0.5387 -2.4635
S 2.9047 -0.4919 -0.0902
H 2.0391 3.9333 -1.3740
H 1.6168 2.7807 -2.6461
H 3.3067 3.2854 -2.4132
H 1.9131 2.0672 -0.1181
H 3.6005 1.2936 -3.1020
H 3.8552 -0.3477 -2.6269
S -8.2877 -0.7472 1.5890
C -6.7353 -0.4369 1.0174
S -6.2681 -0.9731 -0.5667
C -4.7123 -0.2535 -0.3836
N -4.5508 0.3428 0.7619
N -5.6930 0.2300 1.5506
C -5.5972 0.8788 2.8225
C -4.5885 1.8227 3.0047
C -4.4631 2.4631 4.2242
C -5.3249 2.1685 5.2707
C -6.3168 1.2213 5.0828
C -6.4646 0.5706 3.8664
S -3.4765 -0.3297 -1.5891
H -3.9149 2.0491 2.1944
H -3.6812 3.1984 4.3514
H -5.2219 2.6720 6.2237
H -6.9950 0.9737 5.8903
H -7.2343 -0.1668 3.7195
*
```

Results of the natural (NBO) charge analysis, in e, for atoms 1 through 6: atom 1 (K): 0.937, atom 2 (Br): 0.015, atom 3 (C): -0.232, atom 4 (C): -0.222, atom 5 (C): -0.160, atom 6 (Br): 0.023

3.
Computed, not measured: a structure of composition C19H15BrCl2N4O3Os, with ωB97M-V/def2-TZVPD.

Calculated values
LUMO energy (spin up / spin down)   -8.8 / -8.8 eV
HOMO-LUMO gap (spin up / spin down)   0.191 / 0.191 Ha
Molar mass   688.394 u
Energy relative to the best compared isomer or geometry (same formula, charge and spin)   74.3 kJ/mol
HOMO (spin up / spin down)   -14.00 / -14.00 eV
Total energy   -4762.29102 Eh

Structure (ORCA input):
```
! RIJCOSX wB97M-V def2-TZVPD def2/J DEFGRID3
* xyz 2 1
Os 0.3013 0.6985 -0.7374
O -0.6004 0.3512 -4.5588
C -0.0470 0.2753 -3.5021
N -0.6515 0.8010 -2.2996
C -1.9874 1.3794 -2.3746
C -2.3025 1.9703 -1.0256
C -3.4739 2.6692 -0.7819
C -3.7204 3.1460 0.4957
C -2.7876 2.9065 1.4947
C -1.6377 2.2095 1.1883
N -1.3927 1.7527 -0.0508
C 1.2922 -0.3468 -3.2418
C 2.0097 -0.9572 -4.2487
C 3.2038 -1.5895 -3.9120
C 3.6100 -1.5973 -2.5901
C 2.8309 -0.9562 -1.6337
N 1.7068 -0.3276 -1.9581
H -2.7189 0.6135 -2.6533
H -2.0004 2.1371 -3.1641
H -4.1790 2.8288 -1.5852
H -4.6277 3.6932 0.7077
H -2.9440 3.2532 2.5057
H -0.8756 2.0018 1.9314
H 1.6269 -0.9420 -5.2597
H 3.7959 -2.0792 -4.6722
H 4.5200 -2.0939 -2.2864
H 3.1067 -0.9469 -0.5876
Cl 1.5931 2.6188 -0.1184
C 2.7982 2.2537 1.3355
Cl 2.2976 3.1392 2.7038
H 3.7378 2.6039 0.9177
H 2.7193 1.1782 1.4692
Br -0.7293 -3.3994 6.3061
C -0.6476 -3.2078 4.4454
C -0.9926 -4.2804 3.6196
N -0.9512 -4.1915 2.3030
C -0.5762 -3.0711 1.7210
C -0.2156 -1.9491 2.4604
C -0.2524 -2.0163 3.8584
C 0.1887 -0.6793 1.8163
O 0.4676 0.3560 2.3707
O 0.3528 -0.7635 0.4531
H -1.3074 -5.2265 4.0460
H -0.5599 -3.0598 0.6381
H 0.0192 -1.1561 4.4545
*
```

Results of the natural (NBO) charge analysis, in e, for atoms 1 through 6: atom 1 (Os): 1.386, atom 2 (O): -0.433, atom 3 (C): 0.642, atom 4 (N): -0.440, atom 5 (C): -0.299, atom 6 (C): 0.221

4.
Computed, not measured: an isolated molecule of C19H15BrN2O2 at a distorted geometry, with ωB97M-V/def2-TZVPD.

Calculated values
LUMO energy   -1.4 eV
HOMO-LUMO gap   0.216 Ha
Molar mass   383.245 u
HOMO   -7.23 eV
Total energy   -3566.41930 Eh

Structure (ORCA input):
```
! RIJCOSX wB97M-V def2-TZVPD def2/J DEFGRID3
* xyz 0 1
C -2.1678 0.5440 -1.8128
H -2.7445 1.2611 -1.0300
O -0.9799 0.5070 -1.3317
C 0.1007 -0.2072 -2.0293
C 1.5250 -0.2252 -1.4163
C 2.4782 -1.1796 -2.1750
C 3.8138 -1.4638 -1.6393
C 4.6686 -1.8800 -2.5066
C 4.3654 -2.4854 -3.7629
C 3.0701 -2.3784 -4.1386
C 1.9815 -1.7432 -3.6610
C 0.8130 -1.4801 -4.1712
C -0.0465 -0.7071 -3.2114
H -1.2451 -0.7664 -3.7936
H 0.5931 -1.8536 -4.9974
H 2.8459 -2.9711 -5.1327
H 5.1479 -3.1234 -4.0734
H 5.6824 -2.1862 -2.0052
H 3.8176 -0.7651 -0.8095
C 1.5467 0.1131 -0.2491
N 2.6165 0.0820 0.5113
N 2.5374 0.3980 1.7032
C 1.4362 0.7981 2.5801
O 1.6945 1.2694 3.6665
C 0.1236 0.5190 2.0786
C -0.9946 1.1890 2.2874
C -2.0374 0.6470 2.0552
C -2.4452 -0.6856 1.5175
C -1.1620 -1.6836 1.7005
C 0.0150 -1.0996 2.0812
H 0.8155 -1.6623 1.9593
H -1.2672 -2.4983 1.4394
H -3.3437 -1.1113 1.3522
Br -3.5572 1.8096 1.8864
H -0.7391 2.1880 2.5188
H 3.3079 0.7423 2.0480
H 0.7925 1.0814 0.0118
H -2.1740 0.8947 -2.7560
H -2.6465 -0.3795 -2.0320
*
```

Results of the natural (NBO) charge analysis, in e, for atoms 1 through 6: atom 1 (C): -0.221, atom 2 (H): 0.198, atom 3 (O): -0.526, atom 4 (C): 0.365, atom 5 (C): -0.132, atom 6 (C): 0.054

5.
Computed, not measured: an isolated molecule of C19H15Cl2NO3S at a distorted geometry, with ωB97M-V/def2-TZVPD.

Calculated values
LUMO energy   0.1 eV
HOMO-LUMO gap   0.298 Ha
Molar mass   408.306 u
Energy relative to the best compared isomer or geometry (same formula, charge and spin)   463.0 kJ/mol
HOMO   -8.02 eV
Total energy   -2331.96970 Eh

Structure (ORCA input):
```
! RIJCOSX wB97M-V def2-TZVPD def2/J DEFGRID3
* xyz 0 1
O 4.5242 3.6130 0.9543
Cl -4.6659 2.4149 2.4560
Cl -0.2120 0.3358 -5.4563
O 2.9412 3.2716 -0.6517
O 3.0497 -0.0416 -1.4008
S -2.8058 0.4159 0.9598
C 3.6310 2.9626 0.4464
C 3.8594 1.0877 2.0708
C -3.9116 0.8200 2.2251
C -4.1793 -0.2568 3.1128
C -3.5498 -1.5331 2.6520
C 0.2081 -1.5525 0.5324
C -2.8207 -1.2897 1.5014
C 0.9618 -0.8685 -0.4550
C 3.2701 1.7197 1.0693
C -1.8624 -0.7424 -3.4238
C 0.5103 -0.2851 -2.8774
C -2.1606 -1.3499 -2.1533
C -0.5628 -0.2289 -3.8167
C 0.1718 -0.8026 -1.5999
C -1.1282 -1.4151 -1.3399
N -1.0671 -1.7940 0.0304
C -2.2270 -2.3824 0.7617
C 1.8423 2.3503 -0.6926
C 2.2761 -0.1212 -0.2299
C 2.0020 1.2392 0.3970
H 3.9817 0.1434 -1.1938
H 3.4079 0.1735 2.3883
H 4.7305 1.4953 2.6235
H -4.8237 -0.1069 3.9809
H -3.7095 -2.3913 3.2658
H 0.6342 -1.8596 1.4939
H -2.7127 -0.5708 -4.1094
H 1.4753 -0.0118 -3.0039
H -3.0870 -1.6618 -1.6900
H -1.7970 -3.2127 1.5215
H -2.9661 -2.8470 0.0702
H 0.9368 2.9680 -0.5583
H 1.7093 1.8616 -1.6141
H 2.8576 -0.6885 0.5158
H 1.2681 1.1416 1.2376
*
```

Results of the natural (NBO) charge analysis, in e, for atoms 1 through 6: atom 1 (O): -0.559, atom 2 (Cl): 0.025, atom 3 (Cl): -0.004, atom 4 (O): -0.449, atom 5 (O): -0.729, atom 6 (S): 0.463

6.
Computed, not measured: an isolated molecule of C19H15ClN2O2S at a distorted geometry, with ωB97M-V/def2-TZVPD.

Calculated values
LUMO energy   0.4 eV
HOMO-LUMO gap   0.335 Ha
Molar mass   370.861 u
Energy relative to the best compared isomer or geometry (same formula, charge and spin)   0.0 kJ/mol
HOMO   -8.67 eV
Total energy   -1851.41327 Eh

Structure (ORCA input):
```
! RIJCOSX wB97M-V def2-TZVPD def2/J DEFGRID3
* xyz 0 1
C 1.1136 3.1734 -0.3967
C 0.2467 1.9636 -0.3599
N 0.5977 0.9386 -1.1372
C -0.1614 -0.1371 -1.1307
N -1.2500 -0.3262 -0.4006
C -1.6143 0.6746 0.3877
C -0.8806 1.8715 0.4367
H -1.2027 2.6776 1.0726
O -2.6933 0.6151 1.1673
C -3.5855 -0.4309 1.2577
C -4.6507 -0.1854 2.1248
C -5.6294 -1.1372 2.3193
C -5.5453 -2.3456 1.6427
C -4.4911 -2.5978 0.7818
C -3.5070 -1.6437 0.5856
H -2.6887 -1.8415 -0.0854
H -4.4335 -3.5399 0.2601
Cl -6.7678 -3.5427 1.8788
H -6.4529 -0.9461 2.9887
H -4.6943 0.7622 2.6381
S 0.3169 -1.4280 -2.1832
C 1.6424 -0.5623 -3.0850
C 2.4283 0.4978 -2.3129
O 2.6592 1.5544 -2.8661
C 3.1434 0.0849 -1.0745
C 3.1375 -1.2127 -0.5696
C 3.8364 -1.5108 0.5868
C 4.5524 -0.5278 1.2491
C 4.5816 0.7615 0.7419
C 3.8860 1.0625 -0.4117
H 3.9119 2.0560 -0.8323
H 5.1513 1.5289 1.2454
H 5.0936 -0.7681 2.1524
H 3.8242 -2.5201 0.9713
H 2.5976 -2.0012 -1.0695
H 2.3279 -1.3388 -3.4279
H 1.1889 -0.0777 -3.9511
H 1.8392 3.1202 0.4147
H 1.6524 3.2044 -1.3396
H 0.5194 4.0744 -0.2699
*
```

Results of the natural (NBO) charge analysis, in e, for atoms 1 through 6: atom 1 (C): -0.667, atom 2 (C): 0.314, atom 3 (N): -0.519, atom 4 (C): 0.295, atom 5 (N): -0.548, atom 6 (C): 0.564